Molecular formula: C34H93N3O22
Method: DFT, ωB97M-V/def2-TZVPD

Summary:
HOMO level: -8.45 eV
Total charge: 0
Energy relative to the best compared isomer or geometry (same formula, charge and spin): 617.5 kJ/mol
Lowest unoccupied orbital energy: 0.0004 Eh
SMILES: COCCNCCOC.COCCNCCOC.COCCNCCOC.OCCO.OCCO.OCCO.OCCO.OCCO.OCCO.OCCO.OCCO
HOMO-LUMO gap: 8.46 eV

Geometry as XYZ:
```
152
C34H93N3O22 ωB97M-V/def2-TZVPD
C 2.612 5.076 -0.453
O 2.283 6.397 -0.848
C 0.878 6.569 -0.440
C 0.476 7.747 -1.235
N 1.010 8.985 -0.755
C 0.879 10.234 -1.451
C 1.624 11.325 -0.698
O 3.053 11.231 -0.979
C 3.819 11.744 -0.049
H 2.189 4.761 0.500
H 3.674 4.830 -0.428
H 2.237 4.459 -1.270
H 0.694 6.571 0.634
H 0.347 5.716 -0.862
H -0.610 7.812 -1.171
H 0.604 7.559 -2.301
H 1.942 9.058 -0.374
H -0.129 10.487 -1.780
H 1.395 10.283 -2.411
H 1.393 11.153 0.353
H 1.419 12.328 -1.072
H 3.812 11.005 0.752
H 3.484 12.707 0.336
H 4.717 11.891 -0.649
C 4.991 0.983 2.862
O 5.934 0.324 3.770
C 6.025 0.981 5.153
C 6.911 0.033 6.049
N 8.158 -0.012 5.276
C 9.278 0.907 5.682
C 10.122 0.520 6.938
O 10.745 1.706 7.417
C 11.257 1.676 8.751
H 5.122 2.052 2.698
H 4.005 0.743 3.261
H 5.064 0.399 1.945
H 5.021 1.116 5.554
H 6.623 1.892 5.146
H 6.510 -0.979 6.116
H 6.905 0.490 7.038
H 7.908 0.166 4.314
H 8.904 1.908 5.898
H 9.990 0.936 4.857
H 10.864 -0.210 6.616
H 9.426 0.009 7.603
H 11.762 2.606 9.011
H 12.056 0.935 8.780
H 10.520 1.425 9.515
C -10.314 3.407 -0.710
O -9.398 2.969 0.294
C -7.971 3.031 -0.023
C -7.631 1.853 -1.010
N -7.922 2.195 -2.438
C -7.500 1.111 -3.448
C -7.672 1.510 -4.886
O -7.381 0.427 -5.666
C -6.093 -0.017 -5.909
H -10.141 3.152 -1.756
H -10.182 4.465 -0.487
H -11.315 3.153 -0.362
H -7.444 3.085 0.929
H -7.885 3.971 -0.570
H -8.151 0.927 -0.762
H -6.584 1.560 -0.936
H -7.231 2.924 -2.550
H -8.083 0.208 -3.263
H -6.439 0.982 -3.234
H -7.481 2.487 -5.329
H -8.760 1.436 -4.883
H -5.403 -0.236 -5.094
H -5.649 0.659 -6.639
H -6.142 -1.048 -6.258
O 0.683 -0.955 -0.080
C -0.106 -0.781 1.075
C -1.268 0.242 0.921
O -1.932 0.142 -0.310
H 0.135 -1.004 -0.866
H -0.600 -1.750 1.143
H 0.576 -0.637 1.913
H -0.949 1.279 1.029
H -1.934 0.022 1.755
H -1.510 0.533 -1.078
O -6.876 -3.958 -2.672
C -5.999 -2.927 -3.116
C -5.927 -1.764 -2.122
O -7.109 -1.503 -1.397
H -6.314 -4.687 -2.399
H -4.993 -3.301 -3.304
H -6.468 -2.493 -3.999
H -5.527 -0.856 -2.574
H -5.170 -1.953 -1.361
H -7.923 -1.837 -1.781
O 1.482 0.570 -4.627
C 0.233 0.777 -5.336
C -1.026 0.645 -4.357
O -0.847 1.418 -3.152
H 2.189 0.469 -5.269
H 0.309 1.751 -5.819
H 0.170 0.110 -6.195
H -1.165 -0.411 -4.126
H -1.872 1.048 -4.912
H 0.061 1.722 -3.211
O 1.536 -3.852 1.141
C 2.954 -4.011 1.345
C 3.323 -5.538 1.446
O 4.705 -5.844 1.379
H 1.519 -2.925 0.892
H 3.385 -3.740 0.381
H 3.283 -3.348 2.146
H 2.962 -6.052 0.555
H 2.827 -6.023 2.287
H 4.778 -6.785 1.559
O -0.355 -8.358 -0.727
C -0.029 -7.355 -1.686
C -0.750 -6.094 -1.220
O -2.130 -6.241 -1.145
H 0.436 -8.851 -0.498
H 1.010 -7.110 -1.907
H -0.368 -7.652 -2.679
H -0.668 -5.419 -2.073
H -0.382 -5.592 -0.325
H -2.447 -5.580 -1.764
O -4.423 -6.043 2.331
C -4.305 -4.627 2.445
C -3.394 -4.040 1.420
O -4.003 -3.988 0.192
H -5.356 -6.202 2.172
H -5.226 -4.067 2.610
H -3.851 -4.350 3.396
H -2.490 -4.597 1.175
H -2.958 -3.063 1.632
H -4.770 -4.563 0.137
O -2.113 -7.564 1.542
C -1.080 -7.822 2.491
C 0.113 -6.769 2.481
O -0.263 -5.440 2.818
H -2.632 -6.852 1.923
H -1.530 -7.844 3.483
H -0.807 -8.876 2.425
H 0.452 -6.658 1.451
H 1.054 -7.001 2.981
H 0.268 -4.829 2.302
O 4.222 -3.716 -4.248
C 4.398 -3.012 -3.136
C 3.714 -1.575 -3.151
O 4.531 -0.639 -3.878
H 4.722 -4.530 -4.158
H 3.949 -3.636 -2.364
H 5.475 -2.991 -2.965
H 3.543 -1.242 -2.127
H 2.737 -1.677 -3.622
H 4.980 -0.068 -3.251
```

=====

Molecular formula: C30H23F4N11NiO2
Method: DFT, ωB97M-V/def2-TZVPD

Summary:
HOMO level (spin up / spin down): -12.17 / -12.17 eV
Total charge: +2
Energy relative to the best compared isomer or geometry (same formula, charge and spin): 20.6 kJ/mol
Lowest unoccupied orbital energy (spin up / spin down): -0.2766 / -0.2765 Eh
HOMO-LUMO gap (spin up / spin down): 4.64 / 4.64 eV

Geometry as XYZ:
```
71
C30H23F4N11NiO2 ωB97M-V/def2-TZVPD
Ni -0.351 -1.339 0.802
N -0.585 -3.183 0.295
C -2.027 -3.572 0.360
C -2.192 -4.957 1.031
C -3.308 -5.231 2.050
C -4.777 -5.224 1.626
N -5.054 -5.909 0.359
C -5.494 -5.312 -0.749
N -5.989 -6.062 -1.739
N -5.418 -3.996 -0.893
C -2.768 -2.412 1.031
O -3.989 -2.392 1.015
O -2.026 -1.490 1.539
H -0.133 -3.497 -0.558
H -0.092 -3.648 1.057
H -2.402 -3.603 -0.664
H -1.273 -5.144 1.594
H -2.207 -5.721 0.251
H -3.223 -4.543 2.895
H -3.078 -6.220 2.453
H -5.160 -4.214 1.561
H -5.358 -5.726 2.400
H -5.087 -6.916 0.373
H -6.225 -7.029 -1.594
H -6.270 -5.648 -2.611
H -4.960 -3.395 -0.195
H -5.898 -3.552 -1.658
F 1.495 5.492 1.534
C 0.246 5.288 1.918
C -0.514 6.338 2.277
F 0.010 7.541 2.234
C -1.894 6.195 2.716
C -2.389 4.827 2.717
C -1.619 3.787 2.359
F -2.128 2.558 2.381
C -0.250 3.935 1.939
C 0.524 2.856 1.585
C 0.066 1.510 1.606
N -0.079 0.372 1.582
C 1.887 2.911 1.144
N 2.961 2.937 0.736
F -3.632 4.600 3.079
C -2.654 7.255 3.103
C -2.186 8.609 3.102
N -1.889 9.719 3.107
C -4.009 7.133 3.555
N -5.086 7.040 3.940
N 5.688 1.093 -1.715
C 6.440 1.587 -2.757
C 7.678 2.227 -2.801
C 8.135 2.584 -4.049
C 7.393 2.319 -5.220
C 6.173 1.691 -5.171
C 5.687 1.322 -3.911
N 4.506 0.701 -3.571
C 4.543 0.585 -2.269
C 3.462 -0.026 -1.513
C 3.551 -0.349 -0.159
C 2.455 -0.872 0.487
N 1.289 -1.097 -0.138
C 1.210 -0.828 -1.456
C 2.259 -0.308 -2.170
H 5.895 1.201 -0.738
H 8.253 2.431 -1.908
H 9.091 3.081 -4.138
H 7.803 2.620 -6.174
H 5.598 1.486 -6.064
H 4.457 -0.189 0.407
H 2.490 -1.106 1.543
H 0.259 -1.031 -1.935
H 2.167 -0.091 -3.224
```

=====

Molecular formula: C16H28O14S2
Method: DFT, ωB97M-V/def2-TZVPD

Summary:
HOMO level: -9.25 eV
Total charge: 0
Energy relative to the best compared isomer or geometry (same formula, charge and spin): 246.2 kJ/mol
Lowest unoccupied orbital energy: 0.0048 Eh
HOMO-LUMO gap: 9.38 eV

Geometry as XYZ:
```
60
C16H28O14S2 ωB97M-V/def2-TZVPD
C -1.962 -4.791 -0.144
C -1.788 -5.177 -1.551
O -0.491 -5.696 -1.513
C 0.080 -5.413 -0.380
O 1.225 -5.676 0.026
O -0.726 -4.704 0.404
H -2.614 -5.405 0.476
H -2.292 -3.765 -0.305
H -2.047 -4.345 -2.205
H -2.577 -5.916 -1.693
C -0.833 -1.409 1.091
C 0.658 -1.370 0.902
O 0.984 -0.705 2.010
C -0.069 -0.335 2.867
O -0.010 0.195 3.971
O -1.111 -0.582 2.154
H -1.199 -2.390 1.392
H -1.393 -0.980 0.260
H 0.968 -0.868 -0.014
H 1.090 -2.364 1.009
C -0.194 2.858 5.587
C -1.653 2.746 5.451
O -2.126 3.780 6.195
C -1.192 4.765 6.172
O -1.158 5.909 6.688
O -0.144 4.255 5.607
H 0.377 2.443 4.757
H 0.233 2.460 6.508
H -1.915 1.733 5.756
H -1.866 2.968 4.405
C 2.483 3.889 -3.140
C 2.864 4.814 -1.984
O 2.807 3.929 -0.930
C 2.290 2.741 -1.304
O 2.230 1.748 -0.580
O 1.929 2.700 -2.587
H 3.390 3.527 -3.623
H 1.658 4.176 -3.792
H 2.222 5.673 -1.792
H 3.889 5.163 -2.109
C 1.048 -0.994 -3.190
S 0.991 -2.629 -2.415
O 0.139 -3.542 -3.282
C 2.672 -3.178 -2.841
H 1.363 -0.289 -2.422
H 0.017 -0.777 -3.470
H 1.583 -0.893 -4.135
H 3.066 -3.987 -2.226
H 3.333 -2.325 -2.687
H 2.951 -3.593 -3.810
C -1.162 2.057 -0.646
S -2.033 1.767 -2.211
O -0.940 1.496 -3.249
C -2.904 0.234 -1.654
H -1.923 2.346 0.079
H -0.481 2.882 -0.853
H -0.563 1.205 -0.327
H -2.160 -0.540 -1.465
H -3.492 -0.169 -2.478
H -3.520 0.349 -0.762
```